(1)
ORCA calculation (wB97M-V/def2-TZVPD) on a single C2H2N4O2 molecule.

Last column: natural (NBO) charge in e.
Positions of all 10 atoms, in Å:
O -2.06 1.00 -0.28  -0.688
O -1.82 -1.24 0.38  -0.512
N 2.13 -0.60 -0.10  -0.058
N 0.81 1.03 0.08  -0.292
N 2.00 0.65 0.37  -0.076
N 0.95 -1.04 -0.40  -0.222
C -1.39 -0.15 0.06  0.749
C 0.10 -0.06 -0.17  0.159
H -2.99 0.99 0.01  0.512
H 0.54 1.95 0.22  0.427

The charge is 0. Its largest force on an atom is 4.8 eV/A. The total energy comes out at -12159.7309 eV. The value obtained for the HOMO-LUMO gap is 10.708 eV. The spin multiplicity is 1. Its energy above the lowest of the compared OMol25 structures with the same formula, charge and spin is 291.0 kJ/mol.


(2)
ORCA calculation (wB97M-V/def2-TZVPD) on C13H42B2N2O4Ti as an isolated structure.

Last column: Löwdin spin population.
Positions of all 64 atoms, in Å:
Ti 1.49 -0.10 0.42  2.447
O 0.21 -2.05 -4.28  0.001
O -0.83 1.96 -0.70  0.037
O -3.26 1.66 2.73  0.004
O 0.62 -2.20 1.52  0.033
N -0.76 0.33 1.90  0.032
N 0.56 -0.81 -1.71  0.055
C 0.95 -2.73 -5.26  0.001
C -0.72 -2.15 1.94  0.008
C -4.40 1.38 3.51  0.000
C 0.06 2.71 -1.52  0.043
C -1.06 -0.87 2.67  0.004
C 1.59 -2.41 2.54  0.017
C 0.50 3.96 -0.80  0.015
C -2.09 1.73 3.52  0.002
C -0.44 -1.84 -2.00  0.008
C 0.09 -2.78 -3.07  0.001
C -0.83 1.55 2.69  0.010
C -1.78 -1.22 -2.35  0.004
C -0.60 2.98 -2.88  0.008
B 3.75 -1.34 -0.76  0.042
B 2.80 1.19 1.94  0.054
H 3.02 -1.71 0.13  0.009
H -1.38 0.48 1.12  0.008
H 1.51 -1.17 -1.89  0.007
H 1.63 1.25 2.14  0.013
H -2.57 -1.97 -2.28  0.000
H -1.67 2.42 -0.63  0.005
H -1.83 -0.78 -3.35  0.000
H -0.78 2.34 1.95  0.003
H 0.93 2.06 -1.65  0.033
H -0.97 -3.04 2.54  0.001
H 2.55 -2.55 2.04  0.003
H -4.27 0.43 4.05  0.000
H 1.23 4.55 -1.37  0.002
H -2.10 0.94 4.29  0.000
H 0.48 -3.69 -5.52  0.000
H 4.75 -0.83 -0.32  0.004
H 3.43 1.86 2.71  0.001
H -0.61 -2.43 -1.09  0.001
H 3.14 0.05 1.98  0.007
H 1.05 3.65 0.10  0.007
H 3.02 1.53 0.82  0.019
H -0.60 -3.62 -3.25  0.000
H -0.54 -0.84 3.63  0.001
H -0.18 3.88 -3.35  0.001
H 0.51 -0.08 -2.41  0.009
H -5.25 1.32 2.82  0.000
H -1.33 -2.27 1.04  0.002
H 1.69 -1.51 3.16  0.004
H 1.98 -2.89 -4.95  0.000
H 1.36 -3.32 3.11  0.002
H 3.98 -2.35 -1.40  0.003
H -4.61 2.20 4.20  0.000
H -2.03 2.67 4.09  0.001
H -0.44 2.16 -3.58  0.002
H 3.14 -0.54 -1.47  0.015
H 0.01 1.66 3.39  0.002
H -1.67 3.15 -2.74  0.002
H -0.33 4.61 -0.50  0.001
H 0.94 -2.10 -6.15  0.000
H -2.01 -0.44 -1.62  0.002
H -2.13 -0.88 2.94  0.000
H 1.07 -3.17 -2.76  0.000

The charge is -1. Its largest force on an atom is 1.1 eV/A. The total energy comes out at -49796.0373 eV. The value obtained for the HOMO-LUMO gap (spin up / spin down) is 2.651 / 7.897 eV. The spin multiplicity is 4. Its energy above the lowest of the compared OMol25 structures with the same formula, charge and spin is 0.0 kJ/mol.


(3)
ORCA calculation (wB97M-V/def2-TZVPD) on a 7-piece molecular cluster, C15H36N5O8 overall.

Last column: natural (NBO) charge in e.
Positions of all 64 atoms, in Å:
O -3.24 -5.61 1.28  -0.742
O -1.69 0.71 -4.08  -0.608
O -0.07 -2.17 0.88  -0.814
O -4.44 2.02 0.05  -0.632
O 3.58 -4.00 -1.07  -0.659
O 2.59 4.38 3.47  -0.646
O 2.33 3.14 0.26  -0.664
O 0.44 1.19 -4.45  -0.518
N 1.83 2.30 3.29  -0.836
N -2.29 1.91 -0.80  -0.836
N 1.47 -4.50 -0.32  -0.815
N -1.31 -4.46 1.08  -1.012
N 2.72 5.30 0.49  -0.789
C -3.56 1.41 -0.55  0.693
C 0.08 -1.71 2.19  -0.246
C -0.87 1.35 -4.68  0.793
C 1.91 4.27 0.53  0.678
C 0.82 0.38 -3.32  -0.063
C 0.66 -1.12 -3.48  -0.637
C -3.74 -0.02 -1.00  -0.723
C 1.93 3.48 3.93  0.662
C -2.62 -4.57 1.38  0.623
C 0.48 4.62 0.78  -0.702
C -3.25 -3.31 1.93  -0.715
C 3.30 -6.08 0.14  -0.715
C 2.80 -4.78 -0.48  0.670
C 1.11 3.69 5.14  -0.715
C -1.00 2.47 -5.65  -0.733
H 1.87 0.70 -3.19  0.194
H 2.47 -6.45 0.74  0.212
H -0.99 -5.37 0.75  0.323
H -1.75 1.48 -1.53  0.392
H -0.39 -1.37 -3.56  0.230
H 0.50 5.59 1.23  0.207
H -0.44 -0.76 2.30  0.141
H 0.24 0.68 -2.50  0.174
H -1.65 3.36 -5.41  0.241
H 4.20 -5.92 0.69  0.232
H -4.54 -0.26 -0.35  0.242
H 3.72 5.12 0.30  0.406
H 1.22 -1.56 -2.64  0.243
H 1.18 -1.38 -4.38  0.200
H -1.51 2.05 -6.52  0.241
H 1.56 3.03 5.95  0.228
H 1.46 1.48 3.74  0.392
H 0.95 -5.01 0.37  0.395
H 1.21 -3.53 -0.21  0.432
H 1.33 4.72 5.48  0.237
H -2.95 -2.40 1.41  0.212
H 2.49 6.23 0.75  0.389
H 0.08 3.56 4.88  0.235
H -4.34 -3.55 1.97  0.215
H -2.83 -0.58 -0.77  0.242
H -2.06 2.89 -0.71  0.382
H -2.91 -3.18 2.94  0.208
H 2.16 2.18 2.32  0.439
H 1.08 -1.55 2.53  0.148
H -0.48 -2.37 2.90  0.172
H 3.73 -6.79 -0.62  0.230
H -0.62 -2.96 0.91  0.510
H -0.01 2.92 -5.79  0.243
H 0.08 4.82 -0.21  0.231
H -3.93 0.01 -2.04  0.236
H -0.09 3.91 1.36  0.249

The charge is -1. Its largest force on an atom is 3.4 eV/A. The total energy comes out at -39972.3248 eV. The value obtained for the HOMO-LUMO gap is 6.517 eV. The spin multiplicity is 1.